No. 1
Here is a cluster of 9 separate species, C10H36NO10 in total at a distorted geometry from the Open Molecules 2025 dataset. Energies are from ωB97M-V/def2-TZVPD.

LUMO (alpha / beta): 4.5 / 4.5 eV
max |F|: 6.72 eV/Å
total charge: -2
Kohn-Sham gap (alpha / beta): 2.5 / 4.3 eV
spin multiplicity: 2
E: -32917.5226 eV
E_HOMO (alpha / beta): 2.05 / 0.23 eV

```
57
C10H36NO10 ωB97M-V/def2-TZVPD
N -0.058 1.369 -0.605
H 0.055 0.573 -1.217
H 0.480 2.143 -0.968
H 0.380 1.212 0.292
H -1.007 1.651 -0.407
C 0.371 3.117 -3.404
O 0.994 3.297 -2.350
O 0.106 4.164 -3.993
O 0.029 2.047 -3.924
O -2.585 1.808 0.324
H -3.141 2.537 0.049
H -3.107 1.343 0.978
O 1.083 -0.449 -3.997
H 1.963 -0.320 -4.350
H 0.673 0.414 -4.054
O 3.176 1.593 -2.056
H 2.447 2.193 -2.214
H 3.230 1.066 -2.853
O -2.964 1.447 -3.116
H -3.331 0.576 -3.266
H -2.021 1.333 -3.230
C 0.703 -3.691 -2.174
C 0.642 -2.533 -1.182
C 2.078 -2.105 -0.793
O 0.012 -1.366 -1.712
H -0.299 -3.855 -2.570
H 1.098 -4.641 -1.814
H 1.220 -3.327 -3.062
H 0.053 -2.768 -0.295
H 2.647 -2.023 -1.719
H 2.601 -2.907 -0.273
H 2.118 -1.135 -0.298
H 0.377 -1.196 -2.583
C -3.026 -1.781 3.528
C -2.028 -1.250 2.546
C -2.470 -1.402 1.091
O -2.020 0.113 2.783
H -3.980 -1.337 3.242
H -2.762 -1.508 4.549
H -3.132 -2.864 3.461
H -0.992 -1.559 2.682
H -2.306 -2.408 0.704
H -1.939 -0.675 0.476
H -3.541 -1.243 0.972
H -2.941 0.380 2.747
C 2.671 1.677 1.931
C 1.708 0.690 2.559
C 1.460 1.045 4.102
O 0.461 0.872 1.933
H 2.738 1.541 0.852
H 3.704 1.647 2.279
H 2.391 2.710 2.138
H 1.989 -0.348 2.381
H 2.402 0.995 4.648
H 0.685 0.467 4.604
H 1.203 2.100 4.188
H -0.296 0.572 2.441
```

=====

No. 2
Here is a cluster of 2 separate species, C5H8O in total from the Open Molecules 2025 dataset. Energies are from ωB97M-V/def2-TZVPD.

LUMO: 0.8 eV
max |F|: 0.60 eV/Å
total charge: 0
Kohn-Sham gap: 10.4 eV
E: -7358.9674 eV
E_HOMO: -9.64 eV

```
14
C5H8O ωB97M-V/def2-TZVPD
C -0.519 1.318 0.668
C 0.356 0.522 0.089
C 1.200 0.299 -1.082
C 1.529 -0.327 0.284
H -0.718 1.257 1.734
H -1.124 2.006 0.084
H 1.747 1.173 -1.420
H 0.919 -0.394 -1.876
H 1.455 -1.413 0.348
H 2.307 0.108 0.903
C -1.787 -1.134 0.068
O -2.740 -0.467 0.371
H -1.183 -1.697 0.810
H -1.443 -1.249 -0.982
```

=====

No. 3
Here is a structure of composition C40H46N8O2RuSe at a distorted geometry from the Open Molecules 2025 dataset. Energies are from ωB97M-V/def2-TZVPD.

LUMO (alpha / beta): -8.9 / -10.1 eV
max |F|: 1.01 eV/Å
total charge: +3
Kohn-Sham gap (alpha / beta): 6.7 / 6.5 eV
spin multiplicity: 6
E: -126146.8473 eV
E_HOMO (alpha / beta): -15.55 / -16.60 eV

```
98
C40H46N8O2RuSe ωB97M-V/def2-TZVPD
Ru 1.048 0.058 0.511
C 2.710 0.753 3.199
N 3.062 0.034 1.964
C 3.379 -1.373 2.260
C 3.230 -2.249 1.048
C 4.100 -3.299 0.812
C 3.895 -4.117 -0.287
C 2.823 -3.852 -1.125
C 1.998 -2.787 -0.824
N 2.183 -1.999 0.244
C 4.200 0.727 1.322
C 4.169 0.760 -0.182
C 5.330 1.095 -0.865
C 5.320 1.124 -2.246
C 4.146 0.790 -2.908
C 3.034 0.478 -2.160
N 3.026 0.483 -0.813
C 2.062 2.061 2.846
C 2.209 3.179 3.648
C 1.580 4.361 3.288
C 0.835 4.390 2.119
C 0.741 3.237 1.366
N 1.330 2.082 1.717
H 3.590 0.921 3.828
H 2.017 0.141 3.776
H 2.690 -1.723 3.032
H 4.387 -1.470 2.674
H 4.930 -3.471 1.485
H 4.563 -4.942 -0.490
H 2.627 -4.456 -1.998
H 1.156 -2.553 -1.460
H 5.137 0.262 1.643
H 4.233 1.758 1.682
H 6.232 1.322 -0.312
H 6.213 1.386 -2.797
H 4.093 0.770 -3.987
H 2.109 0.204 -2.646
H 2.817 3.122 4.541
H 1.684 5.247 3.901
H 0.344 5.293 1.786
H 0.180 3.229 0.444
C -2.282 4.340 -1.034
C -3.406 3.318 -1.151
C -3.762 2.619 0.160
C -2.805 1.519 0.630
N -2.737 0.398 -0.320
C -1.580 -0.048 -1.045
Se -0.110 1.207 -1.430
N -2.128 -0.793 -2.135
C -1.334 -1.471 -3.167
C -1.701 -1.006 -4.575
C -1.402 0.467 -4.834
C -1.516 0.822 -6.312
C -3.436 -1.043 -1.900
C -4.344 -1.875 -2.568
C -5.623 -1.907 -2.078
C -6.014 -1.148 -0.937
C -5.134 -0.341 -0.264
C -3.824 -0.286 -0.757
H -2.225 4.960 -1.928
H -1.304 3.869 -0.915
H -2.448 5.004 -0.184
H -3.173 2.574 -1.924
H -4.303 3.829 -1.503
H -4.760 2.188 0.075
H -3.821 3.354 0.966
H -3.137 1.124 1.593
H -1.787 1.894 0.755
H -1.469 -2.549 -3.046
H -0.287 -1.231 -2.969
H -2.757 -1.206 -4.765
H -1.144 -1.632 -5.277
H -0.395 0.704 -4.473
H -2.095 1.090 -4.257
H -0.790 0.263 -6.904
H -1.341 1.883 -6.479
H -2.510 0.586 -6.695
H -4.056 -2.469 -3.422
H -6.359 -2.535 -2.560
H -7.034 -1.226 -0.589
H -5.438 0.211 0.613
O -0.822 -2.125 0.009
C -0.641 -0.972 -0.175
N -0.459 -4.886 3.605
C -0.109 -3.884 4.445
O 0.452 -4.027 5.503
C -0.414 -2.481 3.973
C -1.115 -1.609 4.798
C -1.273 -0.292 4.400
C -0.668 0.129 3.230
N 0.052 -0.697 2.454
C 0.131 -1.991 2.802
H -0.308 -5.834 3.917
H -1.067 -4.733 2.820
H -1.519 -1.964 5.738
H -1.830 0.412 5.001
H -0.733 1.161 2.914
H 0.684 -2.643 2.137
```

=====

No. 4
Here is the ion C5H15N2 with charge +1 at a distorted geometry from the Open Molecules 2025 dataset. Energies are from ωB97M-V/def2-TZVPD.

LUMO: -3.4 eV
max |F|: 3.62 eV/Å
total charge: +1
Kohn-Sham gap: 9.7 eV
E: -8400.9164 eV
E_HOMO: -13.03 eV

```
22
C5H15N2 ωB97M-V/def2-TZVPD
C -0.061 -0.045 2.351
C 0.004 -0.326 0.852
N 1.047 -1.470 0.838
C 0.445 0.900 0.150
C 0.642 0.725 -1.389
C -0.558 0.084 -2.106
N -1.855 0.366 -1.418
H -1.190 0.197 2.592
H 0.617 0.842 2.572
H 0.295 -0.910 3.036
H -0.855 -0.791 0.514
H 0.803 -2.228 1.501
H 1.907 -1.056 1.098
H 1.199 -1.714 -0.085
H 1.391 1.304 0.778
H -0.379 1.685 0.414
H 1.467 0.035 -1.353
H 0.948 1.674 -1.782
H -0.525 0.417 -3.146
H -0.621 -1.027 -2.108
H -2.027 1.406 -1.499
H -2.696 -0.068 -1.810
```

=====

No. 5
Here is the ion C4H7N2O with charge +1 at a distorted geometry from the Open Molecules 2025 dataset. Energies are from ωB97M-V/def2-TZVPD.

LUMO: -5.9 eV
max |F|: 3.58 eV/Å
total charge: +1
Kohn-Sham gap: 9.6 eV
E: -9279.2430 eV
E_HOMO: -15.42 eV

```
14
C4H7N2O ωB97M-V/def2-TZVPD
O -0.163 -0.282 2.268
C -0.404 0.774 1.445
N -0.224 0.385 0.050
N -0.988 0.639 -0.874
C -0.585 0.093 -2.013
C 0.558 -0.623 -1.787
C 0.845 -0.537 -0.341
H -0.551 -0.219 3.245
H -1.446 1.117 1.398
H 0.418 1.484 1.582
H -1.192 0.008 -2.860
H 1.115 -1.390 -2.427
H 0.876 -1.411 0.510
H 1.741 -0.037 -0.198
```

=====

No. 6
Here is a structure of composition H2NO3S2 at a distorted geometry from the Open Molecules 2025 dataset. Energies are from ωB97M-V/def2-TZVPD.

LUMO: 3.8 eV
max |F|: 4.36 eV/Å
total charge: -1
Kohn-Sham gap: 7.5 eV
E: -29336.1540 eV
E_HOMO: -3.79 eV

```
8
H2NO3S2 ωB97M-V/def2-TZVPD
N 1.817 0.401 0.021
O -0.579 -1.147 0.998
O -2.393 0.425 0.377
O -1.089 -0.712 -1.354
S 0.633 1.635 -0.019
S -1.237 -0.344 0.007
H 1.331 -0.148 0.776
H 1.518 -0.110 -0.806
```

=====

No. 7
Here is a cluster of 4 separate species, C2H11O3S in total at a distorted geometry from the Open Molecules 2025 dataset. Energies are from ωB97M-V/def2-TZVPD.

LUMO: 3.9 eV
max |F|: 3.60 eV/Å
total charge: -1
Kohn-Sham gap: 7.7 eV
E: -19231.8437 eV
E_HOMO: -3.83 eV

```
17
C2H11O3S ωB97M-V/def2-TZVPD
C 2.188 1.203 -0.068
C 1.254 0.069 -0.680
S -0.458 0.672 -1.138
H 1.768 1.540 0.884
H 2.239 2.057 -0.747
H 3.233 0.880 0.119
H 1.153 -0.827 0.003
H 1.809 -0.269 -1.580
H -1.590 -1.900 1.247
H -1.431 -0.567 0.513
O -2.091 -1.080 1.099
H -1.864 1.111 1.992
H -0.974 1.775 0.951
O -1.296 1.941 1.860
H -1.823 -2.273 -0.900
H -0.782 -1.710 -1.879
O -1.335 -2.620 -1.677
```

=====

No. 8
Here is an isolated molecule of C5H13NSi at a distorted geometry from the Open Molecules 2025 dataset. Energies are from ωB97M-V/def2-TZVPD.

LUMO (alpha / beta): 0.2 / -0.1 eV
max |F|: 3.25 eV/Å
total charge: 0
Kohn-Sham gap (alpha / beta): 7.3 / 8.0 eV
E: -14760.5019 eV
E_HOMO (alpha / beta): -7.06 / -8.05 eV

```
20
C5H13NSi ωB97M-V/def2-TZVPD
C 2.353 -0.271 -0.484
C 1.650 0.238 0.865
C 1.624 -0.002 -1.825
C -1.664 1.420 0.852
C -2.389 -1.388 -0.048
N 0.295 -0.374 0.977
Si -0.985 -0.003 -0.137
H 3.374 0.242 -0.548
H 2.409 -1.419 -0.332
H 2.297 0.197 1.763
H 1.527 1.391 0.657
H 1.828 0.961 -2.283
H 1.505 -0.744 -2.565
H -2.753 1.433 1.029
H -1.150 1.403 1.860
H -1.517 2.393 0.291
H -2.238 -2.284 -0.640
H -2.106 -1.749 0.942
H -3.404 -0.913 -0.067
H 0.303 -1.355 1.224
```

=====

No. 9
Here is a cluster of 4 separate species, C23H46BrNO11S3 in total at a distorted geometry from the Open Molecules 2025 dataset. Energies are from ωB97M-V/def2-TZVPD.

LUMO: 0.1 eV
max |F|: 2.67 eV/Å
total charge: 0
Kohn-Sham gap: 8.5 eV
E: -151156.6048 eV
E_HOMO: -8.40 eV

```
85
C23H46BrNO11S3 ωB97M-V/def2-TZVPD
C -4.489 -1.829 1.142
C -4.802 -3.303 1.471
C -3.886 -4.283 0.728
C -4.188 -5.718 1.104
O -4.045 -6.014 2.484
C -2.818 -6.068 3.043
Br -1.594 -7.278 2.051
O -2.232 -4.793 3.115
C -1.146 -4.749 3.954
O -1.104 -5.325 5.037
O -0.172 -3.951 3.509
C 0.177 -4.007 2.117
C 1.204 -2.919 1.841
N 0.586 -1.661 1.446
C 0.791 -0.558 2.362
C -0.222 -0.526 3.542
C -0.341 0.915 4.080
O -1.491 -1.045 3.174
H -3.557 -1.753 0.587
H -5.293 -1.393 0.549
H -4.410 -1.238 2.049
H -4.706 -3.465 2.544
H -5.829 -3.524 1.177
H -4.032 -4.176 -0.348
H -2.846 -4.019 0.933
H -5.246 -5.890 0.895
H -3.633 -6.427 0.490
H -2.894 -6.515 4.030
H 0.590 -4.993 1.892
H -0.684 -3.841 1.472
H 1.756 -2.776 2.776
H 1.893 -3.282 1.078
H 0.867 -1.406 0.512
H 1.782 -0.597 2.835
H 0.683 0.377 1.814
H 0.119 -1.199 4.329
H 0.306 1.587 3.514
H -0.082 0.972 5.135
H -1.369 1.245 3.949
H -1.793 -0.560 2.405
O 2.882 1.844 -1.121
S 2.786 2.292 0.245
O 1.501 2.544 0.848
C 3.766 1.214 1.282
C 5.157 1.840 1.262
C 4.940 3.352 1.412
C 3.824 3.751 0.438
H 3.724 0.205 0.879
H 3.331 1.238 2.280
H 5.781 1.440 2.059
H 5.648 1.625 0.311
H 4.634 3.577 2.435
H 5.851 3.913 1.212
H 3.207 4.564 0.811
H 4.214 4.001 -0.547
O -1.486 -2.256 -1.570
S -0.522 -1.295 -2.045
O 0.828 -1.281 -1.527
C -0.468 -1.377 -3.831
C -1.521 -0.367 -4.280
C -1.334 0.858 -3.371
C -1.221 0.352 -1.931
H -0.661 -2.400 -4.145
H 0.531 -1.069 -4.137
H -1.397 -0.113 -5.332
H -2.521 -0.787 -4.150
H -0.422 1.378 -3.640
H -2.152 1.566 -3.473
H -0.558 0.968 -1.327
H -2.190 0.260 -1.444
O 0.861 3.778 -5.420
S 0.690 4.379 -4.121
O -0.181 3.770 -3.149
C 2.301 4.653 -3.394
C 2.694 6.046 -3.875
C 1.432 6.911 -3.739
C 0.264 6.113 -4.333
H 2.973 3.861 -3.716
H 2.177 4.617 -2.312
H 3.524 6.447 -3.295
H 3.005 6.004 -4.921
H 1.241 7.112 -2.683
H 1.543 7.870 -4.240
H -0.678 6.300 -3.825
H 0.150 6.288 -5.401
```

=====

No. 10
Here is a cluster of 9 separate species, C18H36Cl18 in total at a distorted geometry from the Open Molecules 2025 dataset. Energies are from ωB97M-V/def2-TZVPD.

LUMO (alpha / beta): 2.0 / 1.9 eV
max |F|: 2.38 eV/Å
total charge: -1
Kohn-Sham gap (alpha / beta): 1.3 / 10.3 eV
spin multiplicity: 2
E: -244653.7106 eV
E_HOMO (alpha / beta): 0.63 / -8.41 eV

```
72
C18H36Cl18 ωB97M-V/def2-TZVPD
Cl -1.176 -6.431 -4.329
C -1.100 -6.749 -2.568
C -0.166 -5.918 -1.678
Cl -0.598 -4.269 -2.030
H -0.782 -7.783 -2.432
H -2.058 -6.497 -2.112
H 0.901 -6.009 -1.882
H -0.220 -6.173 -0.619
Cl -6.889 -0.444 0.188
C -5.264 -0.898 0.812
C -4.860 -2.249 0.150
Cl -3.112 -2.469 0.354
H -5.472 -1.162 1.848
H -4.517 -0.108 0.729
H -5.142 -2.259 -0.903
H -5.373 -3.058 0.670
Cl 2.314 -1.776 -3.845
C 3.602 -1.529 -2.606
C 4.926 -1.845 -3.377
Cl 6.183 -1.990 -2.117
H 3.588 -2.158 -1.716
H 3.664 -0.484 -2.303
H 5.233 -1.124 -4.134
H 4.835 -2.775 -3.937
Cl -1.155 5.005 -2.936
C 0.424 4.354 -3.455
C 0.611 4.365 -4.991
Cl 2.292 3.963 -5.408
H 0.468 3.387 -2.956
H 1.145 5.006 -2.963
H 0.329 5.315 -5.446
H -0.025 3.657 -5.523
Cl 1.263 2.143 2.345
C 0.485 1.397 3.746
C 1.369 1.205 4.988
Cl 2.321 2.603 5.385
H -0.006 0.519 3.327
H -0.301 2.072 4.087
H 2.039 0.357 4.846
H 0.767 0.956 5.862
Cl 0.537 -1.938 4.723
C -1.138 -2.448 4.811
C -2.123 -1.408 4.323
Cl -3.684 -1.637 5.060
H -1.179 -2.549 5.895
H -1.115 -3.434 4.348
H -2.225 -1.389 3.238
H -1.772 -0.433 4.659
Cl 1.344 -2.377 0.709
C 0.109 -1.316 0.085
C 0.796 -0.305 -0.760
Cl -0.240 1.018 -1.270
H -0.542 -0.917 0.863
H -0.528 -1.972 -0.508
H 1.084 -0.687 -1.739
H 1.630 0.189 -0.261
Cl 3.783 1.419 -0.025
C 4.326 3.024 0.498
C 4.785 3.826 -0.687
Cl 3.644 3.695 -2.055
H 5.089 2.965 1.275
H 3.385 3.421 0.880
H 5.775 3.469 -0.971
H 4.916 4.841 -0.312
Cl -2.551 1.997 2.159
C -2.633 2.939 0.692
C -4.097 3.445 0.301
Cl -4.870 2.184 -0.662
H -2.296 2.399 -0.193
H -1.898 3.728 0.847
H -4.166 4.420 -0.181
H -4.690 3.684 1.184
```

=====

No. 11
Here is an isolated molecule of C25H29N3O4 from the Open Molecules 2025 dataset. Energies are from ωB97M-V/def2-TZVPD.

LUMO: 0.5 eV
max |F|: 0.79 eV/Å
total charge: 0
Kohn-Sham gap: 8.9 eV
E: -39057.1163 eV
E_HOMO: -8.34 eV

```
61
C25H29N3O4 ωB97M-V/def2-TZVPD
C 1.889 4.859 -0.782
C 1.435 3.884 0.290
O 1.877 2.585 -0.084
C 1.668 1.583 0.849
O 0.266 1.420 1.015
C -0.136 0.227 1.558
C -1.577 0.179 1.931
O -2.083 -0.811 2.436
N -2.255 1.314 1.678
C -3.671 1.448 1.969
C -4.517 0.699 0.992
N -5.335 1.231 0.132
C -5.888 0.174 -0.548
C -6.827 0.152 -1.573
C -7.200 -1.077 -2.073
C -6.661 -2.267 -1.577
C -5.728 -2.271 -0.561
C -5.348 -1.039 -0.051
N -4.480 -0.665 0.938
C 0.666 -0.817 1.769
C 2.106 -0.825 1.361
C 2.494 -2.156 0.764
C 3.646 -2.814 1.170
C 4.011 -4.017 0.591
C 3.224 -4.577 -0.401
C 2.069 -3.930 -0.807
C 1.707 -2.728 -0.229
C 2.343 0.303 0.341
C 3.837 0.530 0.057
C 4.257 0.069 -1.342
C 3.927 1.088 -2.442
O 2.558 1.334 -2.619
H 1.476 4.569 -1.744
H 1.552 5.861 -0.535
H 2.974 4.856 -0.856
H 0.343 3.890 0.381
H 1.867 4.144 1.268
H 2.088 1.879 1.834
H -1.792 2.034 1.148
H -3.943 2.502 1.944
H -3.843 1.041 2.972
H -7.242 1.071 -1.954
H -7.928 -1.128 -2.869
H -6.984 -3.206 -2.002
H -5.311 -3.190 -0.177
H -3.869 -1.238 1.505
H 0.249 -1.700 2.225
H 2.728 -0.645 2.249
H 4.263 -2.388 1.949
H 4.911 -4.518 0.916
H 3.509 -5.515 -0.854
H 1.448 -4.364 -1.577
H 0.803 -2.227 -0.545
H 1.831 0.035 -0.587
H 4.428 -0.013 0.797
H 4.074 1.591 0.164
H 3.778 -0.884 -1.571
H 5.337 -0.087 -1.358
H 4.461 2.026 -2.230
H 4.285 0.702 -3.401
H 2.233 1.818 -1.845
```

=====

No. 12
Here is a cluster of 2 separate species, C7H13N3O5 in total at a distorted geometry from the Open Molecules 2025 dataset. Energies are from ωB97M-V/def2-TZVPD.

LUMO: -1.7 eV
max |F|: 6.14 eV/Å
total charge: 0
Kohn-Sham gap: 7.9 eV
E: -22172.7415 eV
E_HOMO: -9.52 eV

```
28
C7H13N3O5 ωB97M-V/def2-TZVPD
C -1.325 0.397 0.476
C -0.233 -0.403 -0.123
C -2.651 0.502 -0.418
C -3.585 -0.638 -0.012
C 2.179 -0.495 -0.477
C 3.202 -1.193 0.310
C 2.838 0.718 -1.020
H -1.464 1.646 1.962
H -1.718 2.699 0.281
H -1.425 -0.185 1.366
H -3.192 1.479 -0.483
H -2.415 0.325 -1.506
H -3.641 -2.808 0.331
H -2.097 -2.040 -0.169
H 1.142 0.863 0.831
H 1.902 -1.290 -1.229
H 2.132 1.297 -1.741
H 3.774 0.642 -1.595
H 2.745 2.899 -0.653
H 2.138 -1.019 1.937
N -1.029 1.830 0.878
N -3.094 -1.942 -0.059
N 0.993 -0.042 0.284
O -0.550 -1.264 -0.905
O -4.772 -0.443 0.235
O 4.200 -1.692 -0.260
O 2.977 1.574 0.104
O 2.970 -1.418 1.655
```

=====

Question: The highest max |F| belongs to which entry?
Answer: C10H36NO10

=====

Question: What is the total charge in the twelfth record?
Answer: 0

=====

Question: What is the E in the fourth record?
Answer: -8400.9164 eV